Entry 1:
{"formula": "C25H59AsN5OsSi6", "method": "ωB97M-V/def2-TZVPD", "relative_energy_kcal_mol": 0.7, "energy_ev": -144886.091, "total_charge": 3, "multiplicity": 5, "lumo_ev": [-8.628, -10.367], "orbital_gap_ev": [7.18, 6.70], "s2": 6.0232, "symbols": ["Os", "C", "Si", "C", "C", "C", "Si", "C", "C", "C", "Si", "C", "C", "C", "C", "C", "C", "C", "N", "H", "H", "H", "H", "H", "H", "H", "H", "H", "H", "H", "H", "H", "H", "H", "H", "H", "H", "H", "H", "H", "H", "H", "H", "H", "H", "H", "H", "C", "Si", "C", "C", "As", "Si", "C", "C", "C", "Si", "C", "C", "C", "H", "H", "H", "H", "H", "H", "H", "H", "H", "H", "H", "H", "H", "H", "H", "H", "H", "H", "H", "H", "H", "H", "H", "H", "H", "H", "H", "N", "C", "N", "N", "C", "N", "H", "H", "H", "H"], "coordinates": [[-0.4185, 0.1909, 0.4151], [0.6697, -1.2025, -2.7678], [-1.0300, -0.4131, -2.7057], [-2.1446, -1.3101, -3.8935], [-0.8006, 1.3582, -3.2414], [-1.7446, -0.4974, -0.8724], [-2.3342, -2.3314, -0.3985], [-4.0090, -2.5894, -1.1705], [-1.1618, -3.6486, -0.9992], [-2.4712, -2.4487, 1.4556], [-3.2588, 0.7150, -0.7214], [-4.3680, 0.8071, -2.2017], [-4.1933, 0.5446, 0.8623], [-2.2603, 2.3196, -0.5780], [-2.6605, 3.5939, -0.9388], [-1.7484, 4.6418, -0.9389], [-0.4299, 4.3918, -0.5815], [-0.0821, 3.1223, -0.1818], [-0.9812, 2.1161, -0.1547], [0.9560, -1.2316, -3.8241], [0.6415, -2.2242, -2.3869], [1.4170, -0.6044, -2.2360], [-1.7122, -1.1723, -4.8899], [-3.1566, -0.9068, -3.9282], [-2.2095, -2.3830, -3.7180], [-0.4949, 1.3227, -4.2924], [-0.0005, 1.8680, -2.6993], [-1.6957, 1.9779, -3.1992], [-4.0240, -2.4899, -2.2541], [-4.7921, -1.9591, -0.7478], [-4.2890, -3.6230, -0.9392], [-1.0664, -3.7151, -2.0818], [-1.5882, -4.5986, -0.6597], [-0.1683, -3.5763, -0.5551], [-3.1304, -1.6892, 1.8760], [-1.5071, -2.3843, 1.9646], [-2.9001, -3.4258, 1.7010], [-4.9117, -0.1251, -2.3586], [-3.8642, 1.0789, -3.1274], [-5.1192, 1.5760, -1.9915], [-4.7898, -0.3645, 0.9376], [-4.8752, 1.3949, 0.9591], [-3.5013, 0.5802, 1.7035], [-3.6810, 3.7614, -1.2597], [-2.0559, 5.6356, -1.2387], [0.3217, 5.1685, -0.6050], [0.9266, 2.8861, 0.1202], [-3.6288, 1.4598, 4.1628], [-2.2128, 0.4024, 4.7268], [-2.6807, -1.3708, 5.0073], [-1.4497, 1.1711, 6.2295], [-0.3514, 0.4367, 3.1005], [1.2462, -1.2239, 3.9028], [2.9187, -0.7574, 3.2294], [0.7229, -2.9460, 3.4168], [1.2774, -1.1433, 5.7579], [0.8130, 2.5419, 3.3606], [-0.4691, 3.8446, 2.9946], [2.2855, 2.4943, 2.1960], [1.4701, 2.7593, 5.0851], [-4.1651, 1.7693, 5.0657], [-4.3407, 0.9217, 3.5414], [-3.3159, 2.3697, 3.6475], [-3.0588, -1.4560, 6.0306], [-1.8443, -2.0622, 4.9142], [-3.4727, -1.6987, 4.3346], [-2.2576, 1.1644, 6.9714], [-1.1592, 2.2113, 6.0891], [-0.6165, 0.6184, 6.6530], [2.9515, -0.5418, 2.1607], [3.6020, -1.5882, 3.4291], [3.3149, 0.1122, 3.7576], [0.5272, -3.1067, 2.3593], [-0.1576, -3.2671, 3.9744], [1.5387, -3.6153, 3.7092], [1.4630, -0.1493, 6.1609], [2.1055, -1.7830, 6.0826], [0.3693, -1.5455, 6.2090], [-1.0863, 3.6437, 2.1182], [0.0233, 4.8115, 2.8533], [-1.1384, 3.9486, 3.8520], [2.2241, 1.7664, 1.3830], [3.1791, 2.2350, 2.7667], [2.4626, 3.4853, 1.7682], [0.7143, 3.1049, 5.7881], [2.2388, 3.5376, 5.0277], [1.9491, 1.8703, 5.4941], [4.4090, -4.2515, -0.0883], [3.4911, -3.4244, -0.5485], [3.3845, -3.1729, -1.8442], [2.6910, -2.8560, 0.3834], [1.7265, -2.0748, 0.3017], [0.7853, -1.3729, 0.4520], [5.0538, -4.7378, -0.6918], [4.4613, -4.4242, 0.9033], [3.9964, -3.6087, -2.5175], [2.6691, -2.5546, -2.1940]], "forces_ev_per_angstrom": [[0.1, 0.2, 0.4], [0.1, 0.0, 0.0], [-0.1, -0.1, 0.1], [0.0, 0.0, -0.1], [0.0, 0.1, -0.1], [-0.1, -0.1, -0.4], [0.0, 0.2, -0.1], [0.0, -0.1, 0.1], [0.1, -0.1, 0.0], [0.0, 0.0, 0.1], [0.0, -0.1, -0.2], [-0.1, 0.0, 0.0], [-0.1, 0.0, 0.1], [0.1, 0.0, 0.1], [0.0, 0.0, 0.0], [0.0, 0.0, 0.0], [0.0, 0.0, 0.0], [-0.1, -0.1, 0.0], [0.0, -0.1, 0.0], [0.0, 0.0, 0.0], [0.0, 0.0, 0.0], [0.0, -0.1, 0.0], [0.0, 0.0, 0.0], [0.0, 0.0, 0.0], [0.0, 0.0, 0.0], [0.0, 0.0, 0.0], [0.0, 0.0, 0.0], [0.0, 0.0, 0.0], [0.0, 0.0, 0.0], [0.0, 0.0, 0.0], [0.0, 0.0, 0.0], [0.0, 0.0, 0.0], [0.0, 0.0, 0.0], [-0.1, 0.0, 0.0], [0.0, 0.0, 0.0], [0.0, 0.0, 0.0], [0.0, 0.0, 0.0], [0.0, 0.0, 0.0], [0.0, 0.0, 0.0], [0.0, 0.0, 0.0], [0.0, 0.0, 0.0], [0.0, 0.0, 0.0], [0.0, 0.0, 0.0], [0.0, 0.0, 0.0], [0.0, 0.0, 0.0], [0.0, 0.0, 0.0], [0.0, 0.0, 0.0], [0.0, 0.0, 0.0], [0.0, 0.1, 0.0], [0.0, 0.0, 0.0], [-0.1, 0.0, 0.1], [0.1, -0.1, -0.2], [-0.1, -0.1, 0.1], [0.0, 0.1, -0.1], [0.0, 0.0, 0.0], [0.0, 0.0, 0.0], [0.0, 0.0, 0.2], [0.0, 0.0, 0.0], [0.0, 0.0, -0.1], [0.0, 0.0, 0.0], [0.0, 0.0, 0.0], [0.0, 0.0, 0.0], [0.0, 0.0, 0.0], [0.0, 0.0, 0.0], [0.0, 0.0, 0.0], [0.0, 0.0, 0.0], [0.1, 0.0, 0.0], [-0.1, 0.0, 0.0], [0.1, 0.0, 0.0], [0.0, 0.0, 0.0], [0.0, 0.0, 0.0], [0.0, 0.0, 0.0], [0.0, 0.0, 0.0], [0.0, 0.0, 0.0], [0.0, 0.0, 0.0], [0.0, 0.0, 0.0], [0.0, 0.0, 0.0], [0.0, 0.0, 0.0], [0.0, 0.0, 0.1], [0.0, 0.0, 0.0], [0.0, 0.0, 0.0], [0.0, 0.0, 0.0], [0.0, 0.0, 0.0], [0.0, 0.0, 0.0], [0.0, 0.0, 0.0], [0.0, 0.0, 0.0], [0.0, 0.0, 0.0], [0.0, 0.0, 0.0], [0.0, 0.0, 0.1], [-0.1, 0.0, 0.0], [0.1, -0.1, -0.1], [-0.1, 0.0, 0.2], [0.1, 0.1, -0.2], [0.0, 0.0, 0.0], [0.0, 0.0, 0.0], [0.0, 0.0, 0.0], [0.0, 0.0, 0.0]]}

=====

Entry 2:
{"formula": "C31H62O11", "method": "ωB97M-V/def2-TZVPD", "relative_energy_kcal_mol": 0.0, "energy_ev": -55671.084, "lumo_ev": 0.335, "orbital_gap_ev": 9.45, "smiles": "CC(C)=O.CC(C)=O.CC(C)=O.CC(C)=O.CC(C)=O.CC(C)=O.CC(C)=O.CC(C)=O.CC(C)=O.CCCOC=O", "symbols": ["C", "C", "C", "O", "H", "H", "H", "H", "H", "H", "C", "C", "C", "O", "H", "H", "H", "H", "H", "H", "C", "C", "C", "O", "H", "H", "H", "H", "H", "H", "C", "C", "C", "O", "H", "H", "H", "H", "H", "H", "C", "C", "C", "O", "H", "H", "H", "H", "H", "H", "C", "C", "C", "O", "H", "H", "H", "H", "H", "H", "C", "C", "C", "O", "H", "H", "H", "H", "H", "H", "C", "C", "C", "O", "H", "H", "H", "H", "H", "H", "C", "C", "C", "O", "H", "H", "H", "H", "H", "H", "C", "C", "C", "O", "C", "O", "H", "H", "H", "H", "H", "H", "H", "H"], "coordinates": [[-0.2774, 2.6886, -3.1000], [-1.5172, 2.9211, -2.2785], [-2.3231, 1.7133, -1.8815], [-1.8586, 4.0545, -1.9444], [0.2028, 3.6497, -3.3122], [0.4245, 2.0620, -2.5440], [-0.5434, 2.2137, -4.0477], [-1.7123, 1.0432, -1.2714], [-2.6803, 1.1949, -2.7749], [-3.1891, 2.0326, -1.2919], [0.9159, 7.7658, 0.9857], [1.0759, 6.9452, -0.2662], [-0.1626, 6.3165, -0.8466], [2.1762, 6.7944, -0.7945], [1.8923, 8.1573, 1.2901], [0.2454, 8.6075, 0.7950], [0.5229, 7.1410, 1.7917], [-0.8812, 7.0937, -1.1188], [-0.6037, 5.6271, -0.1223], [0.1041, 5.7544, -1.7479], [0.7705, -4.9478, 2.6526], [-0.6740, -5.2158, 2.9802], [-1.0301, -5.4233, 4.4281], [-1.5305, -5.2634, 2.0988], [0.8792, -4.8183, 1.5705], [1.1005, -4.0320, 3.1494], [1.3861, -5.7944, 2.9670], [-0.7803, -4.5287, 5.0040], [-0.4949, -6.2911, 4.8216], [-2.1064, -5.6067, 4.5144], [2.7392, -0.2731, -6.3348], [1.4994, -0.0406, -5.5133], [0.6935, -1.2485, -5.1163], [1.1580, 1.0928, -5.1792], [3.2194, 0.6880, -6.5470], [3.4412, -0.8997, -5.7788], [2.4732, -0.7480, -7.2825], [1.3044, -1.9185, -4.5061], [0.3363, -1.7668, -6.0097], [-0.1725, -0.9291, -4.5267], [-0.3823, 6.8868, -6.1595], [-1.8269, 6.6188, -5.8319], [-2.1830, 6.4113, -4.3840], [-2.6834, 6.5712, -6.7133], [-0.2737, 7.0163, -7.2416], [-0.0524, 7.8026, -5.6627], [0.2332, 6.0402, -5.8451], [-1.9332, 7.3059, -3.8081], [-1.6478, 5.5435, -3.9905], [-3.2593, 6.2279, -4.2977], [7.0545, 6.0325, -1.1843], [6.1961, 5.1505, -2.0510], [4.8559, 5.6883, -2.4760], [6.5753, 4.0334, -2.3988], [7.9920, 5.5147, -0.9557], [7.2872, 6.9601, -1.7134], [6.5367, 6.2488, -0.2464], [4.9906, 6.6006, -3.0625], [4.2401, 5.8892, -1.5957], [4.3466, 4.9440, -3.0973], [2.6943, -9.4650, 2.3107], [1.3806, -9.1641, 2.9811], [0.4188, -10.3070, 3.1672], [1.1037, -8.0280, 3.3623], [3.2865, -8.5462, 2.2441], [3.2518, -10.1987, 2.8982], [2.5179, -9.8413, 1.2999], [0.8749, -11.0784, 3.7929], [0.1409, -10.7209, 2.1946], [-0.4864, -9.9423, 3.6643], [-3.3036, -4.6051, 9.0245], [-3.3377, -4.6603, 7.5206], [-4.6837, -4.5662, 6.8532], [-2.3053, -4.7775, 6.8624], [-2.2665, -4.6842, 9.3671], [-3.7149, -3.6536, 9.3708], [-3.8738, -5.4399, 9.4399], [-5.1564, -3.6130, 7.1028], [-5.3153, -5.3993, 7.1717], [-4.5546, -4.6198, 5.7669], [2.8275, 3.2649, 0.7945], [1.5877, 3.4975, 1.6159], [0.7818, 2.2896, 2.0130], [1.2464, 4.6308, 1.9500], [3.3077, 4.2260, 0.5822], [3.5295, 2.6383, 1.3504], [2.5615, 2.7900, -0.1533], [1.3927, 1.6195, 2.6231], [0.4246, 1.7712, 1.1195], [-0.0842, 2.6089, 2.6025], [-5.2459, -3.0587, 0.6349], [-4.2500, -3.7983, -0.4517], [-2.6752, -3.8562, 0.0244], [-1.8729, -3.5432, -1.2045], [-0.9492, -2.4718, -0.7133], [-1.3290, -1.1892, -0.7893], [-6.3597, -3.2611, 0.2793], [-5.0876, -3.4077, 1.7436], [-5.0758, -1.8967, 0.4959], [-4.5721, -4.9176, -0.6931], [-4.2671, -3.1096, -1.4263], [-2.4038, -3.0553, 0.8634], [-2.3164, -4.9016, 0.4091], [0.0683, -2.8575, -0.2620]], "forces_ev_per_angstrom": [[-0.2, 0.5, 0.1], [-0.4, 1.2, 0.4], [-0.3, 0.4, 0.3], [0.3, -1.2, -0.4], [-0.1, -0.2, 0.0], [-0.1, -0.2, -0.2], [0.2, -0.1, 0.2], [-0.1, -0.1, -0.3], [0.2, -0.2, 0.1], [0.2, 0.0, -0.1], [0.5, 0.1, 0.1], [1.1, -0.2, -0.5], [0.5, -0.1, -0.3], [-1.1, 0.2, 0.6], [-0.2, -0.1, -0.1], [-0.1, -0.1, 0.1], [-0.1, 0.1, -0.1], [-0.1, -0.1, 0.2], [-0.1, 0.2, -0.1], [-0.1, 0.1, 0.3], [0.0, 0.1, -0.5], [-0.8, -0.3, -0.5], [-0.4, 0.0, -0.5], [1.2, -0.2, 1.3], [0.0, 0.0, 0.2], [0.1, -0.1, 0.1], [-0.1, 0.2, 0.1], [0.1, -0.2, 0.0], [0.1, 0.2, 0.0], [0.3, 0.1, 0.0], [0.1, 0.5, 0.0], [-0.4, 1.5, 0.4], [-0.4, 0.3, 0.3], [0.5, -1.5, -0.5], [-0.1, -0.2, 0.1], [-0.1, -0.1, -0.2], [0.1, -0.2, 0.1], [0.0, -0.1, -0.2], [0.2, -0.1, 0.1], [0.2, -0.1, -0.1], [0.0, 0.0, -0.5], [-1.2, 0.0, -1.0], [-0.4, -0.1, -0.2], [1.1, 0.1, 1.0], [-0.1, 0.0, 0.2], [0.1, -0.2, 0.1], [0.1, 0.2, 0.2], [0.2, -0.2, 0.1], [0.1, 0.2, 0.2], [0.3, 0.0, 0.0], [0.4, -0.3, 0.1], [0.3, -1.4, -0.6], [0.0, -0.4, -0.1], [-0.4, 1.3, 0.5], [-0.2, 0.1, -0.1], [-0.2, 0.1, 0.2], [0.0, 0.2, -0.1], [-0.1, 0.1, 0.2], [0.0, 0.3, -0.2], [0.1, 0.1, 0.1], [0.2, 0.5, 0.0], [-0.4, 1.4, 0.5], [-0.4, 0.3, 0.2], [0.3, -1.4, -0.4], [-0.1, -0.2, 0.0], [-0.1, -0.1, -0.2], [0.1, -0.2, 0.1], [0.0, -0.1, -0.2], [0.1, -0.1, 0.1], [0.2, -0.1, -0.1], [0.5, 0.0, 0.1], [1.4, -0.1, -0.8], [0.2, 0.0, -0.5], [-1.5, 0.2, 1.1], [-0.2, 0.0, -0.1], [-0.2, -0.2, 0.1], [-0.1, 0.2, 0.0], [-0.1, -0.2, 0.1], [-0.1, 0.2, 0.1], [0.0, 0.0, 0.2], [0.1, 0.5, 0.0], [-0.4, 1.4, 0.4], [-0.4, 0.3, 0.3], [0.4, -1.4, -0.4], [-0.1, -0.2, 0.0], [-0.1, -0.1, -0.2], [0.1, -0.2, 0.1], [0.0, -0.1, -0.2], [0.2, -0.1, 0.1], [0.2, -0.1, -0.1], [-0.2, 0.1, -1.1], [0.4, 0.4, 0.2], [-0.8, -0.3, 0.4], [2.5, 3.0, 2.5], [-3.4, 4.6, -1.4], [2.9, -8.3, 0.6], [2.3, 0.4, 1.0], [-0.3, 0.7, -2.2], [-0.3, -2.4, 0.7], [0.5, 2.6, 0.4], [0.0, -1.8, 2.0], [-0.9, -1.7, -1.7], [-1.1, 2.3, -1.0], [-2.0, 0.8, -0.9]]}